Density functional theory data (ωB97M-V with the def2-TZVPD basis set) for C20H22AlBrF25IN3O4P2 as an isolated structure.

```
79
Properties=species:S:1:pos:R:3:forces:R:3:lowdin_charge:R:1
C 5.38043 2.96167 -0.00572 -0.1 0.1 0.0 -0.104
O 5.65892 2.23224 1.17479 0.0 0.0 -0.1 -0.185
C 4.93406 1.02552 1.27867 -0.1 -0.1 0.0 -0.241
C 3.52510 1.22195 1.84072 0.1 -0.1 -0.1 -0.156
C 2.86373 -0.13038 2.14717 0.4 -0.2 0.3 -0.189
N 1.40507 -0.08527 2.21737 -0.1 0.1 -0.1 0.033
C 0.41583 -0.50976 1.24767 -0.1 0.0 -0.1 -0.160
C -0.97667 0.03896 1.85544 0.2 0.0 0.1 -0.421
C -0.84388 1.37627 2.64184 0.0 0.0 0.1 -0.179
C -0.07089 2.62208 2.17751 0.4 0.2 0.2 -0.090
C -1.00495 3.69119 1.61363 0.7 -0.1 -0.6 -0.568
N -0.71005 4.17263 0.36856 0.2 0.2 0.5 0.180
O -1.98093 4.02474 2.23959 -0.7 -0.1 0.3 0.050
O -1.99804 -0.04703 0.87720 -0.1 0.0 0.2 -0.288
C -2.68818 1.07036 0.37707 -0.1 0.2 -0.4 -0.893
I -3.14436 0.56911 -1.67278 0.1 0.1 0.1 0.868
P -4.16594 1.66072 1.46814 0.1 -0.2 -0.2 0.565
O -4.32962 0.25314 2.30807 0.2 0.1 0.5 -0.422
Br -5.95065 1.45700 0.14779 -0.1 0.1 0.0 0.215
P -1.64545 -1.06991 3.26255 -0.3 -0.2 -0.5 0.812
N -2.37013 -2.38238 2.87520 0.2 0.0 0.4 -0.235
C 0.61048 0.06850 -0.21402 -0.2 -0.2 0.3 -0.333
F -0.16884 -0.69140 -1.02045 0.2 0.2 0.1 0.073
F 0.13394 1.33185 -0.25856 0.0 -0.2 -0.1 0.107
C 2.04559 0.10256 -0.88019 -0.1 0.0 0.2 -0.277
F 2.41095 1.39217 -1.06632 0.1 0.1 0.0 0.081
F 1.97946 -0.47596 -2.09232 0.0 0.0 -0.1 0.108
C 0.55373 -2.11763 1.10033 0.0 0.1 -0.2 -0.281
F 1.76588 -2.28037 0.46507 0.0 -0.1 0.1 0.088
F 0.73174 -2.60711 2.34729 0.0 0.1 0.0 0.097
C -0.44043 -3.15358 0.37407 0.1 0.1 0.0 -0.341
F -0.70615 -4.13461 1.25434 0.0 0.1 0.0 0.130
F -1.58431 -2.59179 -0.01505 0.0 0.0 0.1 0.141
C 0.19169 -3.90596 -0.85640 -0.2 0.2 -0.1 -0.340
F 0.78287 -3.08196 -1.73667 0.0 0.1 -0.1 0.145
F 1.13089 -4.73949 -0.39091 0.1 -0.2 0.1 0.162
C -0.85800 -4.76449 -1.65892 0.3 0.1 -0.2 -0.323
F -0.19230 -5.82204 -2.17864 0.0 0.0 0.0 0.149
F -1.78760 -5.24187 -0.83308 -0.2 0.0 0.1 0.176
C -1.57654 -4.03668 -2.86277 0.1 -0.1 0.0 -0.331
F -2.80357 -4.57222 -2.96023 -0.1 0.0 0.0 0.166
F -1.70336 -2.72434 -2.62145 0.0 0.0 0.0 0.134
C -0.88026 -4.22808 -4.25588 -0.1 0.0 0.1 -0.348
F 0.45305 -4.14688 -4.14208 0.1 0.1 0.0 0.164
F -1.19969 -5.44821 -4.72706 -0.1 -0.1 0.0 0.161
C -1.34183 -3.17066 -5.30074 0.2 -0.2 0.0 -0.351
F -0.78010 -1.99452 -5.01156 0.2 0.1 0.0 0.174
F -2.67312 -3.04890 -5.23584 -0.3 0.1 0.0 0.173
C -0.96078 -3.54897 -6.77877 0.0 -0.1 0.4 -0.563
F -1.95357 -4.20882 -7.35036 -0.4 -0.3 -0.1 0.190
F 0.12629 -4.31166 -6.82667 0.3 -0.1 0.1 0.184
F -0.72507 -2.45248 -7.47584 0.0 0.4 -0.2 0.195
H 5.64299 2.37445 -0.89819 0.0 0.1 0.1 0.090
H 5.99048 3.86841 0.02251 -0.1 -0.2 0.0 0.090
H 4.32293 3.25317 -0.07732 0.2 -0.1 0.0 0.083
H 4.86910 0.53482 0.29032 0.1 0.1 0.1 0.118
H 5.51919 0.36364 1.92969 -0.1 0.1 0.0 0.130
H 3.59669 1.81119 2.76084 -0.1 0.0 -0.2 0.127
H 2.92587 1.78939 1.12509 0.0 0.0 0.1 0.085
H 3.20245 -0.43323 3.14759 -0.1 0.0 -0.2 0.133
H 3.25881 -0.91978 1.49733 -0.2 0.1 0.0 0.104
H 1.10232 -0.37576 3.13448 0.0 0.1 -0.1 0.088
H -1.86494 1.71048 2.87426 0.1 0.0 -0.1 0.078
H -0.43649 1.10138 3.62624 0.0 0.0 -0.2 0.093
H 0.35665 3.08846 3.07709 -0.1 -0.1 -0.1 0.133
H 0.77200 2.40848 1.52407 -0.2 0.0 0.1 0.080
H -1.24051 5.02331 0.13191 0.0 -0.1 -0.1 0.058
H 0.27570 4.27143 0.16197 -0.1 -0.3 -0.1 0.107
H -2.05422 1.95238 0.25574 0.0 -0.1 0.1 0.013
H -4.52255 0.48315 3.22948 -0.1 -0.1 -0.2 0.045
H -2.35778 -0.11973 4.00917 0.1 0.1 0.1 0.017
H -0.49407 -1.20578 4.06661 0.1 0.0 0.0 0.012
H -3.35110 -2.39437 3.12658 0.0 -0.1 -0.3 -0.015
H 2.81485 -0.39956 -0.30509 0.0 0.0 0.0 0.125
F -1.21458 7.47875 2.13654 0.1 0.0 0.0 -0.185
Al -2.26104 7.66793 0.82964 0.0 0.1 0.2 -0.168
F -1.86360 6.45054 -0.30147 -0.1 0.1 -0.2 -0.174
F -2.00808 9.16312 0.10216 0.0 0.1 -0.1 -0.189
F -3.86548 7.50649 1.29198 -0.1 0.0 0.0 -0.181
```
Positions in Å, forces in eV/Å.

Results
HOMO level = -7.1 eV
Spin multiplicity = 1
Kohn-Sham gap = 8.925 eV
Net charge = -1
Largest force on an atom = 0.905 eV/Å
DFT total energy = -7534.417937 a.u.